The following is a DFT calculation (the ωB97M-V functional and the def2-TZVPD basis) of a single C22H22F2O3 molecule.

LUMO level	0.09	eV
HOMO energy	-0.319	hartree
structure (SMILES)	CCOC(=O)[C@@]1(C(c2ccc(F)cc2)c2ccc(F)cc2)CCCCC1=O
ΔE to the lowest compared entry with this formula, charge and spin	43.9	kcal/mol
HOMO-LUMO gap	8.8	eV
M	372.41	g mol⁻¹
E_tot	-34746.1135	eV

Element x y z (Å)
C (-4.119, -2.917, -0.097)
C (-1.944, 2.637, 1.208)
C (0.431, -1.724, -1.865)
H (0.791, 0.586, -2.726)
C (1.102, 1.143, -0.653)
C (0.481, -1.358, -0.532)
H (-4.993, -2.386, 0.281)
H (-2.829, 0.708, 1.615)
H (0.234, -3.332, -3.299)
H (1.048, -2.142, 1.420)
C (-1.716, 2.872, 2.714)
C (-0.834, 0.309, 1.229)
O (-0.995, -1.887, 2.322)
O (-2.463, -1.386, 0.659)
H (0.355, 2.743, 3.023)
H (0.831, -0.034, 1.054)
H (-2.616, 2.603, 3.315)
H (-1.191, 3.177, 0.584)
H (-1.562, 3.956, 2.891)
H (-4.379, -3.974, -0.186)
F (3.029, 4.469, -2.341)
C (0.693, -3.741, 0.065)
H (0.797, -4.523, 0.813)
C (-1.373, -1.127, 1.440)
C (0.366, 0.014, 0.018)
H (-3.241, -2.922, 1.853)
C (-2.939, -2.755, 0.809)
F (0.167, -5.345, -1.611)
H (-2.385, 0.929, -0.122)
C (1.244, 1.313, -2.041)
H (0.369, -0.958, -2.646)
C (-0.209, 0.756, 2.596)
C (2.455, 3.358, -1.790)
H (-2.130, -3.440, 0.510)
H (3.002, 3.888, 0.214)
C (0.348, -3.060, -2.252)
C (1.883, 2.058, 0.134)
C (0.406, -4.044, -1.263)
H (-2.942, 3.037, 0.945)
H (1.929, 2.526, -3.698)
O (0.648, 0.057, 3.195)
C (-2.031, 1.122, 0.900)
H (-3.928, -2.518, -1.095)
H (1.967, 1.863, 1.196)
C (-0.514, 2.103, 3.215)
C (2.502, 3.181, -0.423)
C (0.789, -2.393, 0.407)
H (-0.560, 1.968, 4.313)
C (1.881, 2.407, -2.624)

Atomic partial charges in e from the natural (NBO) method, atoms 1 to 6: number 1, C, carries -0.627; number 2, C, carries -0.407; number 3, C, carries -0.117; number 4, H, carries 0.203; number 5, C, carries -0.035; number 6, C, carries -0.095